A structure of composition C41H57F9GeN2O5PS3Ti in a non-equilibrium geometry. Source: the Open Molecules 2025 dataset; level of theory: ωB97M-V with the def2-TZVPD basis set.

Geometry as XYZ:
```
120
C41H57F9GeN2O5PS3Ti, DFT ωB97M-V with the def2-TZVPD basis set
Ti 0.71 -0.48 0.80
C -1.79 3.07 2.73
C -2.16 1.72 3.30
C -3.64 1.45 3.10
C -1.80 1.65 4.78
O -1.41 0.65 2.60
Ge -0.47 -0.64 3.39
O 1.65 0.75 1.59
C 2.65 1.46 2.41
C 2.00 1.82 3.73
C 3.80 0.48 2.60
C 3.08 2.70 1.65
O -1.37 -2.01 2.59
C -1.87 -3.19 3.29
C -0.72 -3.88 4.01
C -2.48 -4.11 2.24
C -2.94 -2.72 4.26
H -2.34 3.85 3.25
H -0.73 3.29 2.85
H -2.05 3.13 1.68
H -4.23 2.18 3.65
H -3.90 1.53 2.04
H -3.91 0.45 3.45
H -2.33 2.42 5.34
H -2.08 0.69 5.21
H -0.73 1.82 4.93
H 1.89 0.95 4.38
H 2.62 2.55 4.25
H 1.02 2.27 3.55
H 3.44 -0.45 3.06
H 4.29 0.26 1.65
H 4.54 0.92 3.27
H 2.27 3.43 1.62
H 3.92 3.16 2.16
H 3.38 2.45 0.63
H 0.09 -4.12 3.32
H -0.33 -3.27 4.82
H -1.06 -4.82 4.46
H -3.21 -3.58 1.64
H -1.71 -4.54 1.60
H -2.99 -4.95 2.72
H -2.52 -2.03 5.00
H -3.75 -2.22 3.74
H -3.36 -3.56 4.82
C 3.29 -4.20 2.21
O 2.05 -4.34 1.46
C 1.44 -3.30 1.03
O 1.75 -2.11 1.33
N 0.38 -3.52 0.24
N -0.39 -2.39 -0.05
H 4.10 -4.38 1.51
H 3.26 -4.97 2.97
H 3.35 -3.21 2.65
H 0.00 -4.45 0.12
H -1.23 -2.40 0.54
H -0.65 -2.40 -1.03
C 4.42 -2.20 -3.93
C 4.03 -3.25 -2.90
S 3.24 -2.71 -1.37
C 4.44 -1.60 -0.62
C 4.56 -0.18 -1.17
S 2.96 0.61 -1.52
C 3.33 1.44 -3.08
C 3.86 0.56 -4.22
S 3.09 -1.07 -4.40
H 4.76 -2.73 -4.82
H 5.28 -1.62 -3.58
H 4.92 -3.83 -2.64
H 3.32 -3.95 -3.33
H 5.43 -2.07 -0.65
H 4.16 -1.57 0.43
H 5.13 -0.18 -2.10
H 5.13 0.42 -0.46
H 4.04 2.25 -2.89
H 2.39 1.90 -3.37
H 4.93 0.42 -4.15
H 3.71 1.10 -5.16
F -1.02 6.96 1.10
C -1.11 6.71 -0.22
F -2.22 7.28 -0.68
F -0.06 7.30 -0.81
C -1.10 5.21 -0.46
C 0.09 4.52 -0.26
C 0.11 3.15 -0.42
C -1.05 2.47 -0.78
C -2.23 3.17 -1.01
C -2.26 4.55 -0.84
P -0.94 0.69 -1.04
C -0.44 0.51 -2.78
C -0.09 1.62 -3.54
C 0.16 1.50 -4.90
C 0.04 0.26 -5.51
C -0.30 -0.86 -4.76
C -0.53 -0.73 -3.41
C 0.25 0.10 -7.00
F -0.89 -0.27 -7.59
F 1.17 -0.84 -7.26
F 0.66 1.24 -7.57
C -2.63 0.01 -1.08
C -3.18 -0.60 0.03
C -4.47 -1.11 -0.02
C -5.21 -1.01 -1.18
C -4.68 -0.40 -2.30
C -3.39 0.11 -2.25
C -6.59 -1.62 -1.22
F -7.27 -1.36 -0.10
F -7.31 -1.17 -2.25
F -6.51 -2.96 -1.34
H 0.99 5.05 0.01
H 1.03 2.60 -0.26
H -3.14 2.66 -1.30
H -3.17 5.10 -1.00
H -0.04 2.60 -3.08
H 0.41 2.37 -5.48
H -0.39 -1.82 -5.25
H -0.85 -1.61 -2.86
H -2.63 -0.66 0.96
H -4.91 -1.57 0.86
H -5.26 -0.31 -3.21
H -2.98 0.58 -3.14
```

Results
E_HOMO (alpha / beta) (eV): -12.90 / -12.91
Multiplicity: 2
Charge: +2
LUMO (alpha / beta) (eV): -6.435 / -6.676
⟨S²⟩: 0.76
F_max (eV/A): 1.25
Molar mass (g mol⁻¹): 1076.55


The molecule C4H4O in a non-equilibrium geometry. Source: the Open Molecules 2025 dataset; level of theory: ωB97M-V with the def2-TZVPD basis set.

Geometry as XYZ:
```
9
C4H4O, DFT ωB97M-V with the def2-TZVPD basis set
C 0.96 -0.60 1.12
C -0.21 0.90 -0.31
C -1.31 -0.13 -0.07
C 0.15 -0.61 0.06
O 1.85 -0.42 1.81
H 0.06 1.15 -1.32
H -0.02 1.61 0.39
H -1.76 -0.64 -1.02
H 0.26 -1.26 -0.65
```

Results
E_HOMO (eV): -7.07
LUMO (eV): 0.136
F_max (eV/A): 5.74
Molar mass (g mol⁻¹): 68.08


A cluster of 12 separate species, C20H64BrIO11Si in total. Source: the Open Molecules 2025 dataset; level of theory: ωB97M-V with the def2-TZVPD basis set.

Geometry as XYZ:
```
98
C20H64BrIO11Si, DFT ωB97M-V with the def2-TZVPD basis set
C 2.72 -1.10 0.66
C 2.92 -2.56 0.25
C 1.68 -3.21 -0.35
C 0.65 -3.61 0.72
C -0.65 -2.82 0.65
C -1.42 -3.09 -0.64
C -2.83 -2.48 -0.66
C -3.00 -1.05 -0.14
Si -2.44 0.37 -1.21
C -2.21 1.89 -0.14
Br -0.50 0.04 -2.29
I -4.17 0.97 -2.87
H 2.02 -0.63 -0.03
H 3.66 -0.58 0.58
H 2.32 -1.01 1.67
H 3.26 -3.13 1.11
H 3.73 -2.57 -0.48
H 1.25 -2.53 -1.07
H 2.03 -4.08 -0.90
H 1.12 -3.52 1.70
H 0.42 -4.66 0.59
H -1.29 -3.19 1.45
H -0.49 -1.76 0.82
H -1.56 -4.17 -0.67
H -0.85 -2.84 -1.53
H -3.43 -3.12 -0.01
H -3.27 -2.58 -1.65
H -4.07 -0.88 -0.02
H -2.56 -0.93 0.85
H -3.21 2.23 0.09
H -1.66 2.66 -0.67
H -1.70 1.61 0.77
C 6.97 -0.84 -1.00
O 6.02 -0.27 -0.12
H 7.00 -1.91 -0.82
H 6.69 -0.67 -2.05
H 7.97 -0.43 -0.82
H 6.00 0.69 -0.28
C -1.61 5.65 -0.63
O -1.91 5.34 0.73
H -0.53 5.58 -0.76
H -2.10 4.95 -1.30
H -1.93 6.67 -0.87
H -2.86 5.41 0.84
C -6.20 -2.61 -4.24
O -6.96 -1.41 -4.22
H -6.89 -3.44 -4.35
H -5.50 -2.62 -5.08
H -5.64 -2.73 -3.30
H -6.34 -0.67 -4.12
C 2.68 -7.27 1.44
O 2.13 -6.59 0.31
H 3.31 -6.56 1.97
H 1.89 -7.62 2.11
H 3.29 -8.12 1.12
H 1.58 -7.22 -0.17
C -1.98 1.98 4.24
O -2.70 1.73 3.04
H -1.74 1.02 4.68
H -1.05 2.53 4.05
H -2.59 2.54 4.96
H -2.91 2.59 2.64
C 5.28 -3.61 3.79
O 4.13 -4.37 3.41
H 6.13 -4.29 3.83
H 5.48 -2.83 3.04
H 5.14 -3.15 4.77
H 3.39 -3.76 3.37
C -8.09 2.63 -3.72
O -7.29 3.74 -4.11
H -9.03 2.68 -4.27
H -7.59 1.69 -3.97
H -8.30 2.66 -2.65
H -6.46 3.70 -3.62
C 9.69 -2.07 1.94
O 8.54 -2.81 1.56
H 10.52 -2.76 1.98
H 9.91 -1.29 1.21
H 9.56 -1.62 2.92
H 7.79 -2.20 1.52
C 6.96 2.40 1.97
O 6.38 2.40 0.67
H 7.07 1.36 2.28
H 7.95 2.88 1.96
H 6.32 2.92 2.68
H 6.28 3.32 0.39
C -5.89 5.97 -6.43
O -4.79 5.29 -5.82
H -5.64 7.03 -6.44
H -6.05 5.62 -7.45
H -6.80 5.82 -5.85
H -5.01 4.35 -5.81
C -4.15 6.05 3.91
O -4.75 5.52 2.73
H -3.57 6.92 3.62
H -4.91 6.36 4.63
H -3.49 5.32 4.38
H -5.28 4.75 2.99
```

Results
E_HOMO (eV): -9.88
LUMO (eV): 0.248
F_max (eV/A): 0.96
Molar mass (g mol⁻¹): 715.62


A cluster of 2 separate species, C9H14 in total in a non-equilibrium geometry. Source: the Open Molecules 2025 dataset; level of theory: ωB97M-V with the def2-TZVPD basis set.

Geometry as XYZ:
```
23
C9H14, DFT ωB97M-V with the def2-TZVPD basis set
C -2.18 -0.79 1.51
C -2.14 0.19 0.37
C -0.91 0.32 -0.31
C -0.73 1.37 -1.19
C -1.61 2.44 -1.28
C -2.80 2.31 -0.60
C -3.08 1.20 0.21
H -3.19 -1.03 1.87
H -1.61 -0.47 2.38
H -1.75 -1.74 1.21
H -0.13 -0.33 0.03
H 0.24 1.44 -1.69
H -1.37 3.44 -1.61
H -3.60 3.03 -0.67
H -4.09 1.13 0.60
C 3.52 -1.02 0.44
C 3.73 -2.05 -0.66
H 3.44 -1.46 1.44
H 4.40 -0.38 0.45
H 2.58 -0.48 0.33
H 4.32 -2.91 -0.33
H 4.16 -1.65 -1.57
H 2.79 -2.55 -0.91
```

Results
E_HOMO (eV): -9.01
LUMO (eV): 0.941
F_max (eV/A): 1.63
Molar mass (g mol⁻¹): 122.21


The molecule C5H11O4P in a non-equilibrium geometry. Source: the Open Molecules 2025 dataset; level of theory: ωB97M-V with the def2-TZVPD basis set.

Geometry as XYZ:
```
21
C5H11O4P, DFT ωB97M-V with the def2-TZVPD basis set
C 2.18 1.22 0.22
C 1.23 0.24 -0.32
C 1.34 0.36 -1.94
C -0.22 0.55 0.11
O -0.52 1.51 0.86
C -1.35 -0.31 -0.47
P -1.86 -1.19 1.00
O -0.69 -1.81 1.69
O -2.59 -0.12 1.96
O -2.86 -2.41 0.77
H 1.96 2.36 0.11
H 3.34 1.09 -0.02
H 2.36 1.11 1.23
H 1.49 -0.78 0.04
H 0.94 -0.53 -2.36
H 0.70 1.22 -2.23
H 2.29 0.52 -2.38
H -0.98 -1.05 -1.16
H -2.22 0.22 -0.84
H -1.97 0.68 2.19
H -2.58 -2.90 1.54
```

Results
E_HOMO (eV): -10.50
LUMO (eV): 0.390
F_max (eV/A): 4.44
Molar mass (g mol⁻¹): 166.11


The molecule C4H8O in a non-equilibrium geometry. Source: the Open Molecules 2025 dataset; level of theory: ωB97M-V with the def2-TZVPD basis set.

Geometry as XYZ:
```
13
C4H8O, DFT ωB97M-V with the def2-TZVPD basis set
C -0.06 1.69 -0.09
C -0.43 0.23 0.02
C 0.51 -0.79 -0.59
C -0.08 -1.55 1.01
O -0.36 -0.22 1.37
H -0.76 2.29 0.49
H 0.95 1.85 0.30
H -0.10 2.00 -1.14
H -1.43 0.03 -0.38
H 0.26 -1.28 -1.53
H 1.58 -0.47 -0.62
H 0.90 -1.74 0.54
H -0.98 -2.06 0.64
```

Results
E_HOMO (eV): -8.42
LUMO (eV): 1.091
F_max (eV/A): 2.43
Molar mass (g mol⁻¹): 72.11


A structure of composition C16H12N4O5S3W in a non-equilibrium geometry. Source: the Open Molecules 2025 dataset; level of theory: ωB97M-V with the def2-TZVPD basis set.

Geometry as XYZ:
```
41
C16H12N4O5S3W, DFT ωB97M-V with the def2-TZVPD basis set
W 0.45 1.29 1.23
C 0.53 -0.07 3.15
C 0.02 -0.88 2.09
C 0.79 -1.01 0.94
C 2.05 -0.31 0.90
C 2.73 -0.14 2.17
C 1.97 0.00 3.29
H -0.07 0.03 4.04
H -0.92 -1.40 2.19
H 0.49 -1.67 0.14
H 2.67 -0.43 0.02
H 3.81 -0.12 2.19
H 2.40 0.15 4.27
S -2.04 1.26 1.37
C -2.04 2.92 0.83
S -0.47 3.44 0.30
C -3.14 3.71 0.83
C -4.40 3.25 1.32
N -5.41 2.89 1.73
C -3.07 5.05 0.34
N -3.02 6.13 -0.06
O 0.92 2.57 2.66
N 1.95 3.07 2.07
O 2.08 2.42 0.96
N 0.17 0.96 -1.13
C 0.11 -0.34 -1.75
C -1.07 -1.07 -1.68
C -1.10 -2.37 -2.15
C 0.06 -2.92 -2.67
C 1.23 -2.19 -2.78
C 1.25 -0.89 -2.32
S 0.12 -4.70 -3.13
O 0.85 -4.72 -4.37
O 0.85 -5.23 -1.98
O -1.27 -5.10 -3.21
H 0.91 1.52 -1.55
H -0.70 1.46 -1.31
H -1.96 -0.62 -1.23
H -1.99 -2.98 -2.11
H 2.10 -2.66 -3.22
H 2.16 -0.29 -2.39
```

Results
E_HOMO (alpha / beta) (eV): -8.10 / -8.10
Multiplicity: 3
LUMO (alpha / beta) (eV): -2.958 / -4.818
⟨S²⟩: 2.03
F_max (eV/A): 4.97
Molar mass (g mol⁻¹): 620.34


A structure of composition C22H33N3O2S in a non-equilibrium geometry. Source: the Open Molecules 2025 dataset; level of theory: ωB97M-V with the def2-TZVPD basis set.

Geometry as XYZ:
```
61
C22H33N3O2S, DFT ωB97M-V with the def2-TZVPD basis set
C 3.00 5.44 0.47
C 2.65 4.59 1.58
O 1.94 4.90 2.48
C 3.36 3.33 1.70
C 3.25 2.52 2.57
C 3.92 1.32 2.62
C 4.61 1.44 1.56
S 4.59 2.67 0.50
H 5.43 0.46 1.04
C 3.82 0.05 3.48
N 2.87 -1.09 3.41
C 1.60 -0.58 3.48
C 0.82 0.26 2.06
H 1.27 0.99 2.03
H -0.16 0.35 2.39
C 0.82 -0.73 1.15
N 0.27 -0.10 -0.26
C -0.72 0.85 -0.09
C -2.11 0.06 0.12
H -2.85 1.03 0.25
H -2.00 -0.20 1.14
C -2.49 -0.89 -0.58
C -2.85 -0.43 -2.09
O -2.41 0.70 -2.46
N -3.53 -1.28 -3.01
C -4.48 -2.34 -2.59
C -5.41 -2.37 -3.81
H -6.30 -2.17 -3.52
C -4.65 -1.82 -4.79
C -4.10 -0.62 -4.26
H -4.70 0.05 -4.25
H -3.01 -0.32 -4.85
H -3.88 -2.62 -5.23
H -5.28 -1.56 -5.79
H -5.58 -3.52 -3.87
H -3.75 -3.31 -2.34
H -4.88 -2.22 -1.74
C -1.53 -1.87 -0.72
C -0.01 -1.26 -1.16
H 0.81 -2.03 -1.09
H -0.26 -0.63 -2.12
H -1.61 -2.59 -1.44
H -1.25 -2.40 0.07
H -3.39 -1.24 -0.42
H -0.28 1.51 0.60
H -0.85 1.22 -1.26
C 2.23 -1.11 0.76
C 2.80 -1.68 1.99
H 4.06 -2.11 1.90
H 2.51 -2.72 2.46
H 2.88 -0.35 0.49
H 2.45 -1.98 -0.01
H 0.23 -1.89 1.17
H 1.28 0.25 4.30
H 0.69 -1.36 3.73
H 3.55 0.35 4.72
H 4.85 -0.46 3.43
H 2.59 2.65 3.69
H 2.73 4.81 -0.40
H 2.30 6.44 0.61
H 4.16 5.59 0.22
```

Results
E_HOMO (eV): -7.13
LUMO (eV): 0.507
F_max (eV/A): 19.61
Molar mass (g mol⁻¹): 403.59


A cluster of 5 separate species, C5H20N2O5 in total in a non-equilibrium geometry. Source: the Open Molecules 2025 dataset; level of theory: ωB97M-V with the def2-TZVPD basis set.

Geometry as XYZ:
```
32
C5H20N2O5, DFT ωB97M-V with the def2-TZVPD basis set
C 1.02 -1.54 0.44
N 0.72 -0.65 1.57
C 1.86 0.05 2.17
C -0.13 -1.24 2.58
C -1.65 -1.09 2.16
N -1.75 -0.08 1.08
C -2.95 0.19 0.55
O -3.16 1.11 -0.23
H 0.26 -2.29 0.22
H 1.90 -2.18 0.57
H 1.13 -0.87 -0.41
H 2.77 0.02 1.57
H 2.17 -0.26 3.16
H 1.49 1.07 2.27
H -0.07 -0.62 3.47
H 0.01 -2.30 2.81
H -2.02 -2.03 1.77
H -2.37 -0.78 2.92
H -0.85 0.30 0.83
H -3.75 -0.36 1.07
O -2.17 2.18 -2.52
H -2.66 1.82 -1.75
H -2.19 1.44 -3.12
O 0.28 2.69 -1.69
H 0.51 3.37 -2.33
H -0.69 2.54 -1.81
O 3.80 0.94 -1.23
H 3.29 1.63 -1.66
H 4.09 0.30 -1.87
O 0.33 -1.51 -4.07
H 0.09 -1.12 -4.92
H 0.67 -0.74 -3.61
```

Results
E_HOMO (eV): -8.91
LUMO (eV): 0.434
F_max (eV/A): 2.15
Molar mass (g mol⁻¹): 188.22


A cluster of 10 separate species, H20O10 in total in a non-equilibrium geometry. Source: the Open Molecules 2025 dataset; level of theory: ωB97M-V with the def2-TZVPD basis set.

Geometry as XYZ:
```
30
H20O10, DFT ωB97M-V with the def2-TZVPD basis set
O -0.20 0.20 -0.01
H -0.11 -0.74 0.18
H 0.52 0.39 -0.63
O 1.38 2.67 0.58
H 1.31 3.45 0.03
H 1.09 1.95 0.02
O -2.88 -0.72 0.69
H -2.17 -1.00 1.27
H -3.37 -0.07 1.21
O -4.22 -2.10 0.13
H -4.05 -1.54 -0.63
H -3.59 -2.82 0.04
O -1.65 2.15 3.69
H -1.33 2.95 4.11
H -1.70 1.50 4.41
O 3.92 -2.26 1.50
H 4.57 -2.63 2.10
H 3.09 -2.65 1.78
O -1.75 -0.33 -2.73
H -1.96 -1.13 -3.23
H -0.82 -0.43 -2.51
O 0.82 -3.06 0.03
H 0.54 -2.81 -0.86
H 1.74 -3.33 -0.08
O -0.58 1.73 -1.19
H -0.61 2.08 -2.09
H -0.47 2.51 -0.64
O 3.79 2.02 -2.51
H 4.31 1.28 -2.18
H 4.40 2.77 -2.47
```

Results
E_HOMO (eV): -8.15
LUMO (eV): 0.120
F_max (eV/A): 5.35
Molar mass (g mol⁻¹): 180.15


The molecule C4H8N2S in a non-equilibrium geometry. Source: the Open Molecules 2025 dataset; level of theory: ωB97M-V with the def2-TZVPD basis set.

Geometry as XYZ:
```
15
C4H8N2S, DFT ωB97M-V with the def2-TZVPD basis set
C -2.01 -0.69 0.90
C -1.75 -0.25 -0.53
S -2.59 -0.19 -1.99
N -0.31 -0.19 -0.75
N 0.62 0.18 0.26
C 1.62 1.30 0.27
C 2.01 -0.11 -0.27
H -1.01 -1.44 1.01
H -2.07 -0.02 1.83
H -2.95 -1.23 0.82
H -0.10 0.20 -1.60
H 1.71 2.12 -0.31
H 2.16 1.38 1.25
H 2.60 -0.56 0.52
H 2.08 -0.49 -1.39
```

Results
E_HOMO (eV): -8.56
LUMO (eV): 0.218
F_max (eV/A): 3.99
Molar mass (g mol⁻¹): 116.19


The molecule C4N2 in a non-equilibrium geometry. Source: the Open Molecules 2025 dataset; level of theory: ωB97M-V with the def2-TZVPD basis set.

Geometry as XYZ:
```
6
C4N2, DFT ωB97M-V with the def2-TZVPD basis set
N 3.04 -0.23 -0.24
C 1.95 -0.06 0.11
C 0.60 0.08 0.35
C -0.61 0.12 0.28
C -1.95 0.08 -0.05
N -3.03 0.00 -0.45
```

Results
E_HOMO (eV): -11.55
LUMO (eV): -1.101
F_max (eV/A): 1.09
Molar mass (g mol⁻¹): 76.06